No. 1
A molecular structure, C28H22BrClN7O2Re. Source: the Open Molecules 2025 dataset; level of theory: ωB97M-V/def2-TZVPD.

The geometry in XYZ format:
```
62
Properties=species:S:1:pos:R:3
Re -0.226 1.185 0.886
Br -3.801 -4.342 0.038
Cl -0.623 -0.530 2.384
O -1.172 0.170 -0.745
O 1.208 -1.093 -0.854
N -3.963 2.967 1.855
N -0.879 3.716 -0.636
N 1.746 1.634 1.222
N 2.614 -3.511 -0.905
N -1.862 2.423 1.044
N 1.430 -5.333 -0.344
N 0.170 2.933 -0.206
C 3.491 -4.586 -0.950
C 3.246 -7.024 -0.503
C -5.534 5.646 -0.111
C 3.653 2.976 0.665
C 2.680 -5.711 -0.575
C 4.813 -4.710 -1.260
C -2.324 -1.979 -0.440
C -3.152 4.220 -0.026
C 5.336 -6.017 -1.187
C -1.163 -1.255 -0.619
C -1.923 3.465 0.088
C 0.166 -3.244 -0.464
C 2.506 0.916 2.076
C 1.365 3.406 -0.281
C -4.519 5.915 -1.034
C -2.863 2.258 1.903
C 2.322 2.656 0.521
C -1.005 -3.977 -0.235
C 3.849 1.193 2.256
C -3.334 5.214 -0.994
C -2.379 0.678 -1.410
C -4.180 3.965 0.886
C -5.373 4.672 0.856
C 4.565 -7.149 -0.813
C 1.405 -3.998 -0.560
C 4.431 2.232 1.549
C -2.237 -3.351 -0.237
C 0.081 -1.863 -0.658
H -4.683 2.793 2.546
H -2.771 1.496 2.668
H 5.440 -3.880 -1.554
H 2.003 0.126 2.615
H 2.626 -7.862 -0.216
H -3.230 0.624 -0.738
H 5.049 -8.115 -0.782
H 4.420 0.602 2.959
H 5.477 2.471 1.688
H 2.798 -2.551 -1.150
H 4.069 3.803 0.107
H -6.456 6.209 -0.149
H 6.381 -6.165 -1.429
H -6.156 4.469 1.575
H 1.015 -0.456 -1.558
H -2.161 1.700 -1.696
H -3.297 -1.511 -0.427
H -2.544 0.074 -2.299
H -0.931 -5.044 -0.083
H -2.538 5.423 -1.695
H 1.586 4.339 -0.786
H -4.665 6.685 -1.779
```

- energy relative to the best compared isomer or geometry (same formula, charge and spin) (kJ/mol) = 0.0
- net charge = +3
- multiplicity = 2
- ⟨S²⟩ = 1.173
- E_tot (eV) = -128588.4972
- max |F| (Eh/bohr) = 0.010



No. 2
A molecular structure, C28H22BrIrN4O2S4Sb in a non-equilibrium geometry. Source: the Open Molecules 2025 dataset; level of theory: ωB97M-V/def2-TZVPD.

The geometry in XYZ format:
```
63
Properties=species:S:1:pos:R:3
Ir 0.952 -0.718 0.064
Sb 6.246 0.722 -0.748
Br -1.182 2.549 6.510
S 4.348 -0.119 0.586
S 2.766 0.449 -0.575
S 5.769 -0.647 -2.508
S -0.200 2.387 -0.196
O 1.198 2.590 0.055
O -1.155 3.006 0.674
N -0.800 -1.834 0.231
N 2.157 -2.412 0.215
N 1.353 -0.956 2.271
N -0.439 0.735 -0.198
C -2.898 1.004 -0.567
C -3.259 -3.107 0.234
C -1.636 4.373 -3.366
C 3.428 -4.185 -0.739
C 2.544 -2.807 1.458
C -0.186 2.657 -4.202
C -1.034 3.738 -4.448
C 2.602 -3.090 -0.854
C -3.196 -1.730 -0.057
C 0.737 1.221 3.098
C -2.114 -3.799 0.523
C 0.162 2.030 4.063
C -1.270 4.220 -5.851
C -4.165 0.389 -0.606
C -1.764 0.272 -0.281
C 0.220 -0.730 4.424
C 3.823 -4.606 0.534
C -0.891 -3.121 0.508
C -1.930 -1.117 -0.038
C -1.401 3.951 -2.067
C 2.060 -2.003 2.548
C -0.551 2.878 -1.850
C -0.360 0.078 5.387
C 3.377 -3.913 1.636
C -4.331 -0.942 -0.355
C 0.062 2.227 -2.912
C -0.381 1.453 5.201
C 0.777 -0.156 3.284
H -0.495 4.932 -6.143
H -2.299 5.212 -3.541
H -0.805 -0.356 6.271
H 3.762 -4.693 -1.632
H 4.475 -5.461 0.650
H 0.284 2.150 -5.035
H 0.033 -3.642 0.718
H 0.203 -1.806 4.546
H -5.023 1.006 -0.835
H 2.314 -2.275 3.569
H 0.127 3.101 3.922
H -1.245 3.396 -6.563
H -5.309 -1.404 -0.377
H -1.868 4.446 -1.226
H -2.232 4.724 -5.940
H 2.279 -2.719 -1.818
H -4.221 -3.604 0.229
H 0.724 1.388 -2.734
H -2.131 -4.854 0.755
H 3.668 -4.201 2.637
H -2.843 2.065 -0.744
H 1.166 1.658 2.206
```

- energy relative to the best compared isomer or geometry (same formula, charge and spin) (kJ/mol) = 15.5
- net charge = +1
- multiplicity = 5
- ⟨S²⟩ = 6.023
- E_tot (eV) = -162203.1428
- max |F| (Eh/bohr) = 0.034



No. 3
A molecular structure, C28H22Cl3N3O4Ti in a non-equilibrium geometry. Source: the Open Molecules 2025 dataset; level of theory: ωB97M-V/def2-TZVPD.

The geometry in XYZ format:
```
61
Properties=species:S:1:pos:R:3
Ti -1.501 -0.107 -0.501
Cl -4.258 1.065 -0.093
Cl -2.924 0.704 -2.619
Cl -5.814 0.320 -2.431
O -0.190 -0.590 -1.660
O -4.590 -2.270 -1.764
O 1.956 1.580 1.703
O -2.911 -1.455 -0.506
N -1.104 0.690 2.165
N -1.039 -0.331 1.418
N 1.948 1.362 -0.866
C 1.609 1.583 -2.096
C -1.160 1.874 0.048
C 2.841 -1.976 1.463
C -0.513 -3.949 1.839
C -0.878 -1.589 2.072
C -0.898 -1.713 3.458
C -3.955 -1.387 -1.273
C 2.530 -0.762 2.059
C -0.695 -2.702 1.262
C 2.189 0.171 -0.133
C -1.078 4.297 0.129
C 0.385 -0.971 -5.209
C -1.187 3.078 2.195
C 2.217 0.329 1.260
C 2.525 -1.039 -0.721
C -4.328 0.112 -1.590
C 1.544 0.971 -4.437
C 2.029 1.817 3.109
C 1.166 0.676 -3.110
C 2.854 -2.116 0.083
C 1.188 0.145 -5.474
C -1.122 3.109 -0.593
C -0.716 -2.962 4.024
C -0.059 -1.239 -3.929
C -1.128 4.283 1.522
C -1.172 1.896 1.454
C -0.520 -4.079 3.220
C 0.315 -0.414 -2.868
H -1.039 5.246 -0.392
H -1.153 3.161 -1.678
H -0.691 -2.609 0.182
H -0.726 -2.066 -3.725
H 3.080 -2.824 2.092
H 3.113 -3.064 -0.368
H 0.079 -1.617 -6.021
H -0.378 -4.817 1.209
H 3.029 1.597 3.486
H -0.737 -3.067 5.101
H -1.059 -0.839 4.072
H 2.114 2.188 -0.295
H -1.131 5.214 2.073
H 1.285 1.215 3.633
H 1.510 0.363 -6.482
H -0.387 -5.053 3.671
H -1.241 3.034 3.277
H 1.722 2.619 -2.400
H 2.537 -0.672 3.135
H 1.808 2.871 3.243
H 2.155 1.846 -4.625
H 2.550 -1.133 -1.797
```

- energy relative to the best compared isomer or geometry (same formula, charge and spin) (kJ/mol) = 30.1
- net charge = +1
- multiplicity = 2
- ⟨S²⟩ = 0.767
- E_tot (eV) = -102730.6826
- max |F| (Eh/bohr) = 0.030



No. 4
A molecular structure, C28H22MoO5S5Sb. Source: the Open Molecules 2025 dataset; level of theory: ωB97M-V/def2-TZVPD.

The geometry in XYZ format:
```
62
Properties=species:S:1:pos:R:3
Sb 0.446 1.072 3.130
Mo 0.213 -0.463 -0.034
S -1.029 -0.520 1.852
S -2.046 -1.410 -0.706
S 0.959 1.729 0.798
S 0.815 -2.623 -1.165
S -0.979 2.657 3.939
O 2.125 -0.206 -1.162
O 1.662 -1.266 1.265
O -2.237 1.885 -0.273
O -0.981 1.392 -3.593
O -0.291 0.645 -1.627
C 3.498 -2.038 2.443
C -5.775 0.944 -1.970
C 5.734 -1.836 1.534
C 3.321 -0.392 -0.943
C 4.846 -2.233 2.552
C -3.543 1.811 -2.238
C -0.446 -5.062 -1.263
C -1.842 -3.139 -0.876
C -2.177 2.152 -1.649
C -2.820 -5.348 -1.046
C -1.092 1.310 -2.383
C 5.215 -1.237 0.415
C -2.954 -3.980 -0.854
C -0.505 4.044 -1.926
C -6.049 1.196 -3.305
C -1.833 3.636 -1.848
C -5.061 1.750 -4.110
C -2.830 4.605 -1.821
C -3.818 2.054 -3.581
C -1.186 6.352 -1.978
C -2.512 5.953 -1.889
C -0.185 5.392 -1.990
C 2.932 -1.421 1.287
C 4.278 0.068 -2.015
C 3.831 -1.018 0.266
C -4.528 1.247 -1.438
C -0.575 -3.690 -1.079
C -1.557 -5.894 -1.251
H 6.800 -1.997 1.632
H -1.437 -6.962 -1.390
H 2.806 -2.333 3.221
H -3.930 -3.542 -0.683
H -5.257 1.941 -5.159
H -0.933 7.405 -2.025
H -7.021 0.954 -3.720
H 0.546 -5.474 -1.412
H -3.303 6.693 -1.863
H -1.368 2.061 0.141
H 0.855 5.690 -2.039
H -4.303 1.038 -0.403
H 4.793 -0.790 -2.451
H -6.531 0.499 -1.334
H 0.287 3.306 -1.917
H 5.028 0.749 -1.614
H 5.885 -0.929 -0.376
H 5.241 -2.703 3.447
H 3.694 0.570 -2.782
H -3.696 -5.985 -1.026
H -3.041 2.470 -4.208
H -3.865 4.300 -1.738
```

- energy relative to the best compared isomer or geometry (same formula, charge and spin) (kJ/mol) = 16.4
- net charge = -2
- multiplicity = 2
- ⟨S²⟩ = 0.779
- E_tot (eV) = -102206.7332
- max |F| (Eh/bohr) = 0.009



No. 5
A molecular structure, C28H23BrIrN4O4S3 in a non-equilibrium geometry. Source: the Open Molecules 2025 dataset; level of theory: ωB97M-V/def2-TZVPD.

The geometry in XYZ format:
```
64
Properties=species:S:1:pos:R:3
Ir -0.447 -0.262 -0.554
Br 2.017 -0.943 -0.060
S 0.163 1.027 -2.476
S -0.078 2.878 1.142
S -1.173 -2.243 -1.590
O -1.426 2.960 1.605
O 0.979 2.663 2.080
O -2.383 0.093 -0.452
O -4.695 0.597 2.856
N -0.677 -0.710 1.407
N 0.867 -2.036 -3.334
N -1.920 -0.430 1.832
N 0.035 1.696 -0.052
C -6.292 -1.034 2.069
C 0.439 3.658 -1.278
C -1.119 -2.867 -4.249
C 0.789 5.857 -2.102
C -4.519 -1.673 0.039
C 0.688 4.493 -2.351
C 6.341 -0.886 3.375
C 0.292 4.178 0.001
C -2.897 0.115 0.846
C -0.485 -2.991 -5.459
C 1.684 -1.019 1.838
C -5.083 -0.362 1.955
C 0.860 -2.615 -5.609
C 1.515 -2.132 -4.519
C -4.188 -0.666 0.933
C -5.718 -2.360 0.147
C 0.638 6.364 -0.816
C 0.304 -0.818 2.230
C 0.381 5.526 0.265
C 4.967 -0.765 3.488
C 2.681 -1.144 2.714
C 0.249 2.202 -1.245
C 6.055 -2.201 1.384
C 4.680 -2.071 1.488
C -0.427 -2.371 -3.132
C 4.121 -1.332 2.532
C 6.888 -1.599 2.317
C -6.607 -2.032 1.161
H -3.838 -1.890 -0.772
H -3.087 1.142 1.173
H 1.373 -2.698 -6.555
H 4.541 -0.215 4.318
H 0.256 5.919 1.265
H -1.995 -0.093 2.782
H -1.034 -3.365 -6.313
H -5.414 0.771 3.472
H 0.795 4.094 -3.351
H 2.359 -1.043 3.747
H 6.985 -0.436 4.118
H 6.478 -2.788 0.580
H -5.965 -3.138 -0.563
H 0.713 7.431 -0.653
H -7.550 -2.555 1.251
H 1.372 -1.702 -2.525
H 2.547 -1.813 -4.524
H 4.046 -2.592 0.784
H 0.117 -0.707 3.294
H -6.979 -0.779 2.868
H -2.160 -3.125 -4.126
H 0.982 6.536 -2.921
H 7.961 -1.699 2.227
```

- energy relative to the best compared isomer or geometry (same formula, charge and spin) (kJ/mol) = 74.4
- net charge = +1
- E_tot (eV) = -148940.5527
- max |F| (Eh/bohr) = 0.024



No. 6
A molecular structure, C28H23ClO4SW. Source: the Open Molecules 2025 dataset; level of theory: ωB97M-V/def2-TZVPD.

The geometry in XYZ format:
```
58
Properties=species:S:1:pos:R:3
W -0.022 -0.569 0.936
Cl -2.577 6.381 1.428
S 1.902 -2.101 0.762
O -2.275 -3.262 2.256
O -0.648 -1.761 2.297
O 0.672 0.348 -0.861
O -0.519 -1.463 -0.922
C 0.209 -0.587 -3.029
C 2.659 0.686 2.156
C -2.423 4.668 1.158
C -0.207 -3.953 1.310
C -2.136 1.918 0.737
C 0.910 0.417 -3.689
C -2.900 3.775 2.104
C -1.939 0.459 0.519
C -1.693 2.845 -0.208
C 1.776 -4.707 0.177
C -2.761 2.413 1.883
C 1.872 4.148 0.827
C 0.553 2.497 2.173
C 0.045 -6.286 0.693
C -0.409 -1.610 -3.742
C 2.779 1.897 1.522
C 1.290 -5.997 0.146
C -0.687 -5.266 1.259
C 1.724 2.828 1.528
C 0.989 0.398 -5.071
C -1.832 4.208 -0.009
C 0.372 -0.621 -5.785
C 0.394 1.245 2.795
C 1.053 -3.657 0.760
C 0.120 -0.570 -1.564
C 1.457 0.340 2.806
C -1.145 -2.990 1.976
C -0.325 -1.624 -5.123
H -2.621 -0.114 1.161
H 1.386 1.197 -3.109
H -1.481 4.917 -0.747
H 1.884 -6.780 -0.310
H -1.214 2.487 -1.113
H 2.742 -4.480 -0.255
H 1.782 4.010 -0.253
H -0.802 -2.416 -5.686
H 2.850 4.589 1.024
H -0.349 -7.294 0.674
H 1.401 -0.571 3.385
H -1.664 -5.452 1.684
H -3.379 4.145 3.001
H -0.944 -2.381 -3.203
H 1.100 4.849 1.141
H -3.144 1.715 2.620
H -0.254 3.215 2.214
H 1.532 1.175 -5.593
H -0.507 1.039 3.362
H 3.704 2.150 1.017
H 3.479 -0.019 2.154
H -2.214 0.208 -0.508
H 0.435 -0.634 -6.865
```

- energy relative to the best compared isomer or geometry (same formula, charge and spin) (kJ/mol) = 57.4
- multiplicity = 3
- ⟨S²⟩ = 2.016
- E_tot (eV) = -62784.1188
- max |F| (Eh/bohr) = 0.006